Entry 1:
Computed, not measured: a cluster of 2 separate species, CHN3O in total in a non-equilibrium geometry, with ωB97M-V/def2-TZVPD.

The calculation puts the orbital gap at 0.49707 Eh. For the energy relative to the best compared isomer or geometry (same formula, charge and spin), the calculation gives 357.3 kJ/mol. For the HOMO energy, the calculation gives -12.7 eV. The LUMO energy is 0.030 Eh. The calculation puts the calculated total energy at -7568.070 eV. The structure (SMILES) is N#[N+][O-].C#N. As for the charge: 0.

Geometry as XYZ:
```
6
CHN3O (ωB97M-V/def2-TZVPD)
H -0.590 0.351 -0.351
N -2.257 1.725 -0.441
N 0.542 -1.367 0.988
C -1.406 0.956 -0.424
N 1.402 -1.007 0.418
O 2.309 -0.659 -0.189
```

Entry 2:
Computed, not measured: an isolated molecule of CHN3O3 in a non-equilibrium geometry, with ωB97M-V/def2-TZVPD.

The calculation puts the orbital gap at 0.37731 Eh. For the energy relative to the best compared isomer or geometry (same formula, charge and spin), the calculation gives 181.3 kJ/mol. For the HOMO energy, the calculation gives -10.1 eV. The LUMO energy is 0.007 Eh. The calculation puts the calculated total energy at -11659.954 eV. The structure (SMILES) is ON=c1onno1. As for the charge: 0.

Geometry as XYZ:
```
8
CHN3O3 (ωB97M-V/def2-TZVPD)
N 0.626 1.681 0.514
O -1.113 0.376 0.835
C -0.260 -0.389 -0.025
O 0.729 0.419 -0.258
H 0.481 -2.551 -1.821
O 0.775 -1.735 -1.246
N -0.401 1.516 1.141
N -0.519 -1.425 -0.608
```

Entry 3:
Computed, not measured: a cluster of 2 separate species, CHN3O3S in total in a non-equilibrium geometry, with ωB97M-V/def2-TZVPD.

The calculation puts the orbital gap at 0.35416 Eh. For the energy relative to the best compared isomer or geometry (same formula, charge and spin), the calculation gives 310.8 kJ/mol. For the HOMO energy, the calculation gives -10.5 eV. The LUMO energy is -0.030 Eh. The calculation puts the calculated total energy at -22498.314 eV. As for the charge: 0.

Geometry as XYZ:
```
9
CHN3O3S (ωB97M-V/def2-TZVPD)
N -0.638 0.873 0.424
S 1.107 0.970 -1.596
N -0.151 0.972 1.532
C -0.933 -1.845 0.000
H 0.817 1.442 1.506
O 1.646 -0.232 -1.041
O -1.392 -2.068 -1.024
N -0.012 1.560 -0.809
O -0.443 -1.671 1.008
```

Entry 4:
Computed, not measured: the ion CHN4 with charge -1 in a non-equilibrium geometry, with ωB97M-V/def2-TZVPD.

The calculation puts the orbital gap (alpha / beta) at 0.26283 / 0.26286 Eh. For the energy relative to the best compared isomer or geometry (same formula, charge and spin), the calculation gives 562.1 kJ/mol. For the HOMO energy (alpha / beta), the calculation gives -2.1 / -2.1 eV. The LUMO energy (alpha / beta) is 0.184 / 0.184 Eh. The calculation puts the calculated total energy at -7008.884 eV. The structure (SMILES) is N#Cn1[n-][nH]1. As for the charge: -1.

Geometry as XYZ:
```
6
CHN4 (ωB97M-V/def2-TZVPD)
N 1.215 0.048 0.417
H 0.799 0.876 -0.103
C -0.953 0.163 -0.045
N -0.029 -0.706 0.331
N -2.078 0.591 -0.123
N 1.046 -0.972 -0.478
```

Entry 5:
Computed, not measured: a structure of composition CHN4 in a non-equilibrium geometry, with ωB97M-V/def2-TZVPD.

The calculation puts the orbital gap (alpha / beta) at 0.27906 / 0.29117 Eh. For the energy relative to the best compared isomer or geometry (same formula, charge and spin), the calculation gives 560.0 kJ/mol. For the HOMO energy (alpha / beta), the calculation gives -2.6 / -2.9 eV. The LUMO energy (alpha / beta) is 0.184 / 0.184 Eh. The calculation puts the calculated total energy at -7008.906 eV. As for the charge: -1.

Geometry as XYZ:
```
6
CHN4 (ωB97M-V/def2-TZVPD)
C -0.174 0.420 -0.187
N -1.248 1.640 -2.771
N -0.489 0.234 -1.556
H 0.234 -0.385 0.441
N -0.883 1.374 -1.733
N -0.431 1.614 0.150
```

Entry 6:
Computed, not measured: the ion CHN6 with charge +1 in a non-equilibrium geometry, with ωB97M-V/def2-TZVPD.

The calculation puts the orbital gap (alpha / beta) at 0.25804 / 0.25808 Eh. For the energy relative to the best compared isomer or geometry (same formula, charge and spin), the calculation gives 326.7 kJ/mol. For the HOMO energy (alpha / beta), the calculation gives -16.6 / -16.6 eV. The LUMO energy (alpha / beta) is -0.353 / -0.353 Eh. The calculation puts the calculated total energy at -9977.835 eV. The structure (SMILES) is N=[N+]=C1N=NN=N1. As for the charge: +1.

Geometry as XYZ:
```
8
CHN6 (ωB97M-V/def2-TZVPD)
N 1.966 -0.397 0.999
N 0.595 1.173 0.715
N -1.836 -0.468 -1.191
H -2.697 -0.096 -1.586
N 1.115 -0.979 0.326
N 1.675 0.848 1.227
C 0.124 0.009 0.076
N -0.942 -0.090 -0.567
```